[1]
Molecular formula: C56H46N9OSb2Zn
Method: DFT, ωB97M-V/def2-TZVPD

XYZ file:
```
115
Properties=species:S:1:pos:R:3:mulliken_charge:R:1
Zn 1.014 -1.591 0.109 0.285
C -0.036 1.137 4.921 -1.294
N 0.272 0.151 3.875 1.103
C 0.161 0.277 2.559 -0.492
N 0.471 -0.881 1.990 0.249
C 0.773 -1.698 3.056 -0.781
N 0.653 -1.112 4.218 -1.017
C -1.514 1.448 5.045 1.027
C -1.907 2.643 5.635 -0.893
C -3.256 2.934 5.798 -0.736
C -4.224 2.058 5.333 -0.887
C -3.831 0.874 4.715 0.100
C -2.481 0.560 4.598 -0.192
C -4.841 -0.006 4.117 0.481
N -6.106 0.177 4.000 -0.445
N -6.590 -0.908 3.240 -0.511
C -5.575 -1.646 2.980 0.455
O -4.430 -1.146 3.510 -0.221
C -5.484 -2.849 2.143 0.104
C -6.552 -3.213 1.329 -0.903
C -6.419 -4.291 0.469 -0.711
C -5.224 -4.999 0.405 -0.766
C -4.165 -4.656 1.236 0.757
C -2.862 -5.416 1.184 -1.256
N -1.766 -4.649 0.535 1.040
C -1.239 -3.492 0.906 -0.181
N -0.263 -3.175 0.063 -0.338
C -0.248 -4.212 -0.840 -0.355
N -1.151 -5.124 -0.585 -0.942
C -4.309 -3.590 2.115 0.150
H 0.527 2.044 4.719 0.442
H 0.349 0.696 5.833 0.328
H -0.127 1.189 2.054 0.668
H 1.106 -2.723 2.952 0.543
H -1.157 3.346 5.987 0.490
H -3.552 3.865 6.271 0.419
H -5.282 2.287 5.419 0.546
H -2.196 -0.381 4.140 0.701
H -7.472 -2.640 1.375 0.521
H -7.248 -4.576 -0.168 0.409
H -5.120 -5.827 -0.291 0.424
H -2.957 -6.322 0.601 0.413
H -2.531 -5.684 2.181 0.324
H -1.559 -2.906 1.757 0.539
H 0.440 -4.273 -1.676 0.531
H -3.513 -3.336 2.809 0.681
C -0.459 0.863 -1.068 2.304
C -1.173 0.338 -2.335 -0.366
C -0.709 -1.042 -2.825 -1.252
Sb 1.009 -1.375 -4.145 0.760
C 2.689 -0.183 -3.543 -0.872
C 3.636 -0.033 -4.558 -0.651
C 4.782 0.726 -4.352 -0.792
C 5.003 1.343 -3.123 -0.317
C 4.080 1.181 -2.099 -0.969
C 2.938 0.415 -2.312 1.955
C 0.276 0.029 -5.590 -0.008
C -0.362 -0.437 -6.742 -0.635
C -0.820 0.453 -7.710 -0.523
C -0.644 1.819 -7.536 -0.403
C -0.016 2.297 -6.391 -0.765
C 0.446 1.409 -5.424 0.028
Sb 0.205 2.923 -1.361 0.969
C -1.677 3.645 -0.639 0.030
C -2.572 4.184 -1.567 -0.647
C -3.840 4.605 -1.172 -0.647
C -4.220 4.499 0.158 -0.486
C -3.335 3.971 1.093 -0.772
C -2.073 3.545 0.697 0.320
C 1.332 3.042 0.461 0.205
C 1.221 4.164 1.291 -0.384
C 2.013 4.288 2.428 -0.798
C 2.945 3.302 2.745 -0.685
C 3.090 2.195 1.916 -0.954
C 2.290 2.071 0.780 -0.288
H 0.383 0.210 -0.779 -2.922
H -1.122 0.873 -0.200 0.841
H -1.087 1.047 -3.163 0.172
H -2.241 0.282 -2.115 0.349
H -1.459 -1.463 -3.502 0.632
H -0.654 -1.746 -1.989 0.085
H 3.479 -0.496 -5.530 0.406
H 5.502 0.840 -5.154 0.412
H 5.896 1.941 -2.966 0.445
H 4.243 1.651 -1.131 0.576
H 2.251 0.270 -1.492 -1.008
H -0.505 -1.504 -6.894 0.384
H -1.309 0.077 -8.601 0.391
H -0.989 2.511 -8.297 0.388
H 0.124 3.364 -6.253 0.429
H 0.946 1.802 -4.549 0.460
H -2.285 4.277 -2.610 0.391
H -4.526 5.020 -1.902 0.391
H -5.202 4.834 0.470 0.401
H -3.628 3.895 2.131 0.507
H -1.394 3.150 1.442 0.190
H 0.496 4.942 1.063 0.509
H 1.911 5.162 3.065 0.454
H 3.573 3.410 3.624 0.450
H 3.829 1.433 2.141 0.555
H 2.443 1.204 0.140 0.739
N 10.878 -2.403 -0.792 -0.467
C 9.734 -2.321 -0.701 -0.120
C 8.290 -2.216 -0.587 0.629
C 7.540 -3.327 -0.211 -0.676
C 6.164 -3.225 -0.097 -0.662
C 5.524 -2.013 -0.356 0.543
C 6.283 -0.905 -0.742 -0.048
C 7.659 -1.004 -0.856 -0.865
C 4.090 -1.892 -0.222 0.433
C 2.881 -1.808 -0.150 -0.391
H 8.040 -4.265 -0.010 0.473
H 5.576 -4.088 0.189 0.478
H 5.782 0.030 -0.961 0.432
H 8.252 -0.145 -1.152 0.449
```

Results
HOMO level = -10.4525 eV
Maximum force = 0.0149 hartree/bohr
Net charge = +1
Relative energy (zero: lowest compared OMol25 entry of this formula, charge and spin) = 46.9 kJ/mol
E_LUMO = -2.4 eV



[2]
Molecular formula: C20H50F4Li3N2O18S4
Method: DFT, ωB97M-V/def2-TZVPD

XYZ file:
```
101
Properties=species:S:1:pos:R:3:mulliken_charge:R:1
Li -0.660 -4.414 4.769 0.953
Li -2.246 -5.679 1.658 0.953
Li -1.306 -5.179 -2.933 0.937
N -0.431 -2.312 1.695 -0.424
S 0.979 -2.146 0.700 1.032
O 1.736 -0.914 0.926 -0.496
O 0.795 -2.775 -0.549 -0.497
F 1.869 -3.194 1.573 -0.282
S -0.838 -0.751 1.638 1.078
O -1.103 -0.202 0.310 -0.543
O -0.217 0.129 2.579 -0.513
F -2.343 -1.042 2.308 -0.312
N -4.278 -6.154 -1.310 -0.324
S -4.848 -7.784 -1.758 1.078
O -4.563 -8.107 -3.156 -0.522
O -5.863 -8.473 -1.055 -0.501
F -3.558 -8.553 -1.088 -0.324
S -5.716 -5.541 -1.500 1.035
O -6.690 -5.488 -0.428 -0.558
O -6.266 -5.641 -2.853 -0.553
F -5.250 -4.015 -1.561 -0.280
C 1.409 -1.527 7.243 -0.780
O 0.791 -2.823 7.207 -0.273
C 0.182 -3.118 8.435 -0.575
C -1.194 -2.372 8.577 -0.477
O -2.014 -2.597 7.473 -0.230
C -3.326 -2.177 7.813 -0.847
H 1.928 -1.371 6.297 0.299
H 2.265 -1.439 7.912 0.320
H 0.810 -0.641 7.454 0.298
H 0.671 -2.825 9.365 0.343
H 0.040 -4.198 8.476 0.322
H -0.898 -1.325 8.629 0.294
H -1.634 -2.701 9.519 0.398
H -3.826 -2.769 8.579 0.347
H -3.920 -2.318 6.909 0.252
H -3.470 -1.148 8.144 0.330
C 4.534 5.518 3.445 -0.786
O 5.312 6.629 3.530 -0.287
C 5.262 7.322 4.785 -0.573
C 6.199 8.472 4.698 -0.503
O 7.532 7.948 4.643 -0.309
C 8.503 9.013 4.437 -0.725
H 4.568 5.184 2.409 0.272
H 3.549 5.985 3.430 0.340
H 4.681 4.732 4.186 0.265
H 5.324 6.651 5.642 0.382
H 4.267 7.745 4.925 0.380
H 6.027 9.301 5.385 0.420
H 6.061 8.951 3.729 0.277
H 8.599 9.528 5.393 0.297
H 8.183 9.676 3.634 0.297
H 9.470 8.513 4.388 0.254
C 1.133 -7.799 -4.302 -0.750
O 0.536 -6.590 -4.717 -0.239
C 0.476 -6.570 -6.222 -0.577
C 0.242 -5.110 -6.496 -0.553
O -0.879 -4.574 -5.699 -0.226
C -1.180 -3.189 -5.893 -0.873
H 0.621 -8.577 -4.869 0.326
H 1.120 -7.921 -3.219 0.219
H 2.150 -7.915 -4.675 0.298
H -0.307 -7.230 -6.596 0.407
H 1.396 -6.840 -6.740 0.352
H 0.088 -4.974 -7.567 0.389
H 1.157 -4.652 -6.121 0.292
H -0.442 -2.529 -5.436 0.378
H -2.086 -2.880 -5.372 0.289
H -1.494 -2.979 -6.915 0.310
C -7.297 2.348 0.332 -0.765
O -6.145 2.939 -0.278 -0.251
C -6.495 3.261 -1.646 -0.514
C -5.296 3.936 -2.355 -0.575
O -5.084 5.253 -1.956 -0.358
C -4.465 5.363 -0.702 -0.665
H -7.519 1.398 -0.154 0.307
H -8.223 2.915 0.232 0.299
H -6.960 2.021 1.315 0.254
H -7.313 3.982 -1.627 0.337
H -6.780 2.337 -2.149 0.433
H -5.576 3.968 -3.408 0.321
H -4.371 3.360 -2.319 0.361
H -3.538 4.802 -0.590 0.289
H -5.061 5.068 0.162 0.239
H -4.350 6.419 -0.456 0.288
C 5.427 -0.315 -5.420 -0.713
O 5.067 1.064 -5.420 -0.331
C 3.686 1.304 -5.718 -0.401
C 3.348 2.826 -5.794 -0.462
O 1.947 3.076 -5.700 -0.312
C 1.648 4.521 -5.670 -0.767
H 5.187 -0.782 -6.376 0.295
H 4.999 -0.873 -4.587 0.273
H 6.486 -0.505 -5.246 0.279
H 3.116 0.759 -4.965 0.298
H 3.442 0.847 -6.677 0.294
H 3.816 3.366 -6.617 0.341
H 3.886 3.206 -4.925 0.304
H 0.621 4.800 -5.903 0.289
H 2.193 5.061 -6.445 0.305
H 1.985 5.016 -4.760 0.312
```

Results
HOMO level = -10.2921 eV
Maximum force = 0.1389 hartree/bohr
Net charge = +1
E_LUMO = -7.1 eV